1.
A single C4H9NOSi molecule, computed with ωB97M-V/def2-TZVPD.

Summary:
DFT total energy   -577.3175 Ha
Structure (SMILES)   CO[Si](C)(C)C#N
Total charge   0
Gap between HOMO and LUMO   0.410 hartree

Cartesian coordinates (Å):
C (1.8880, 0.1118, 0.1082)
C (-0.5355, 2.2421, -0.3024)
C (-0.3811, -1.3849, -1.5876)
C (-0.1148, -1.1850, 1.7892)
N (2.9700, 0.4855, 0.2081)
O (-0.8054, 0.9075, -0.0958)
Si (0.0314, -0.4679, 0.0201)
H (0.4919, 2.5153, 0.2894)
H (-1.4669, 2.7837, 0.0133)
H (-0.3999, 2.5423, -1.3721)
H (-0.4049, -2.4596, -1.4000)
H (-1.2854, -0.9018, -2.1221)
H (0.4121, -1.2064, -2.2688)
H (-1.1938, -1.5254, 2.2099)
H (0.5545, -2.0772, 1.9653)
H (0.2397, -0.3800, 2.5451)

=====

2.
A single C18H23N3O3 molecule, computed with ωB97M-V/def2-TZVPD.

Summary:
DFT total energy   -1089.7482 Ha
Structure (SMILES)   C=CCNC(=O)c1ccccc1NC(=O)[C@H]1CC(=O)N(C(C)C)C1
Total charge   0
Gap between HOMO and LUMO   0.337 hartree

Cartesian coordinates (Å):
C (-5.9576, -3.1187, -1.0112)
C (-5.9263, -2.1127, -0.1593)
C (-4.7926, -1.8492, 0.7873)
N (-4.2104, -0.5436, 0.5507)
C (-2.9224, -0.3715, 0.1966)
O (-2.1405, -1.3195, 0.1594)
C (-2.5133, 1.0305, -0.0859)
C (-3.4358, 1.9691, -0.5462)
C (-3.0711, 3.2805, -0.7771)
C (-1.7645, 3.6799, -0.5424)
C (-0.8225, 2.7664, -0.1170)
C (-1.1723, 1.4328, 0.0944)
N (-0.2399, 0.4777, 0.4703)
C (1.0628, 0.6343, 0.8191)
O (1.6419, 1.6925, 0.9271)
C (1.7327, -0.7185, 1.0883)
H (1.1530, -1.2381, 1.8545)
C (3.1919, -0.5181, 1.5104)
N (3.9475, -0.6829, 0.2908)
C (3.2436, -1.2166, -0.7251)
O (3.6422, -1.4336, -1.8488)
C (1.8446, -1.5347, -0.2031)
H (1.7857, -2.6070, -0.0065)
H (1.0938, -1.2891, -0.9524)
C (5.3128, -0.1927, 0.1814)
C (6.2511, -1.3167, -0.2528)
H (7.2725, -0.9494, -0.3044)
H (6.2103, -2.1417, 0.4554)
H (5.9543, -1.6806, -1.2321)
C (5.3640, 0.9872, -0.7878)
H (5.0896, 0.6503, -1.7835)
H (6.3655, 1.4079, -0.8181)
H (4.6646, 1.7587, -0.4734)
H (5.5986, 0.1482, 1.1834)
H (3.5033, -1.2576, 2.2594)
H (3.3392, 0.4874, 1.9166)
H (-0.6231, -0.4727, 0.4350)
H (0.1988, 3.0671, 0.0456)
H (-1.4744, 4.7061, -0.7094)
H (-3.8017, 3.9872, -1.1398)
H (-4.4503, 1.6674, -0.7653)
H (-4.8249, 0.2520, 0.6097)
H (-3.9944, -2.5815, 0.6512)
H (-5.1543, -1.8978, 1.8227)
H (-6.7437, -1.4039, -0.1097)
H (-6.7900, -3.2786, -1.6750)
H (-5.1503, -3.8291, -1.0744)

=====

3.
A single C7H14O molecule, computed with ωB97M-V/def2-TZVPD.

Summary:
DFT total energy   -350.2787 Ha
Structure (SMILES)   C=C(COC)C(C)C
Total charge   0
Gap between HOMO and LUMO   0.379 hartree

Cartesian coordinates (Å):
C (-1.3554, -0.1211, -0.5448)
C (0.7397, -0.2544, 0.8524)
C (3.1757, -0.2562, 0.3836)
C (-2.3140, 0.8584, 0.1335)
C (-1.7283, -1.5636, -0.2077)
C (0.2050, 0.3544, -0.3701)
C (0.6431, 1.4214, -1.0391)
O (1.9910, -1.0276, 0.4209)
H (-1.4938, -0.0210, -1.6294)
H (1.0221, 0.4862, 1.6058)
H (0.1652, -1.0200, 1.3718)
H (3.1651, 0.5905, 1.0852)
H (4.0263, -0.8985, 0.6394)
H (3.3421, 0.1428, -0.6236)
H (-3.3438, 0.6751, -0.1932)
H (-2.0815, 1.8976, -0.1216)
H (-2.2874, 0.7594, 1.2236)
H (-2.7094, -1.8079, -0.6325)
H (-1.8029, -1.7239, 0.8729)
H (-0.9948, -2.2722, -0.6026)
H (1.5889, 1.8973, -0.8039)
H (0.0472, 1.8837, -1.8205)

=====

4.
A molecular structure, C6H11N4, computed with ωB97M-V/def2-TZVPD.

Summary:
DFT total energy   -453.7938 Ha
⟨S²⟩   2.008
Spin multiplicity   3
Total charge   +1
Gap between HOMO and LUMO (spin up / spin down)   0.247 / 0.335 hartree

Cartesian coordinates (Å):
C (1.3365, -0.4218, -0.2718)
C (0.7166, -0.9056, 1.0086)
C (-1.9196, 0.1517, -1.0023)
C (-0.7479, -0.4532, 0.9319)
C (2.6779, -0.9173, -0.6733)
C (-0.8949, 2.0008, 0.3362)
N (0.7086, 0.3938, -0.9769)
N (-2.2010, -1.1844, -0.5776)
N (-1.6030, -1.5041, 0.4224)
N (-0.8653, 0.6200, -0.0819)
H (0.7796, -1.9901, 1.1099)
H (1.2446, -0.4560, 1.8526)
H (-1.5854, 0.1570, -2.0431)
H (-2.8295, 0.7567, -0.9268)
H (-1.1256, -0.1388, 1.9101)
H (2.5536, -1.8811, -1.1680)
H (3.3038, -1.0598, 0.2044)
H (3.1539, -0.2360, -1.3729)
H (-0.7919, 2.6442, -0.5365)
H (-1.8407, 2.2207, 0.8365)
H (-0.0704, 2.2032, 1.0186)

=====

5.
A molecular structure, C46H53BaClGe2N2O8S2Si, computed with ωB97M-V/def2-TZVPD.

Summary:
DFT total energy   -8221.2540 Ha
Total charge   -2
Gap between HOMO and LUMO   0.132 hartree

Cartesian coordinates (Å):
Ba (0.4052, -0.1092, 0.6103)
C (2.2335, 3.4779, 3.0547)
C (1.2931, 2.8061, 2.0630)
O (1.3237, 1.5748, 2.0083)
C (0.4262, 3.6392, 1.2558)
C (0.2303, 4.9954, 1.5730)
C (-0.6199, 5.8009, 0.8594)
C (-1.3139, 5.2551, -0.2380)
C (-1.1379, 3.9496, -0.5953)
C (-0.2607, 3.0699, 0.1237)
O (-0.1048, 1.8689, -0.2437)
H (2.9570, 2.7333, 3.3789)
H (1.6698, 3.8274, 3.9221)
H (2.7495, 4.3259, 2.6053)
H (0.7415, 5.4135, 2.4323)
H (-0.7745, 6.8339, 1.1456)
H (-2.0005, 5.8817, -0.7986)
H (-1.6733, 3.5108, -1.4290)
O (6.2317, 0.9536, -1.5432)
C (6.1468, 0.1427, -0.4824)
C (7.3383, -0.2894, 0.1059)
C (7.3231, -1.1193, 1.2112)
C (6.1165, -1.5466, 1.7514)
C (4.9315, -1.1316, 1.1706)
C (4.9185, -0.2906, 0.0606)
C (3.5761, 0.1144, -0.4763)
O (2.5322, -0.4164, -0.0252)
N (3.6272, 1.0574, -1.4174)
N (2.4026, 1.4524, -1.8690)
C (2.3587, 2.3869, -2.7035)
S (0.8191, 2.9168, -3.3672)
C (1.5122, 4.3788, -4.2023)
C (2.8848, 4.0038, -4.7187)
S (3.8099, 3.2563, -3.3426)
H (5.2786, 1.2248, -1.7385)
H (8.2695, 0.0587, -0.3250)
H (8.2619, -1.4299, 1.6559)
H (6.1047, -2.1955, 2.6183)
H (3.9726, -1.4494, 1.5603)
H (1.5746, 5.1896, -3.4771)
H (0.8226, 4.6506, -5.0027)
H (3.4428, 4.8775, -5.0573)
H (2.8185, 3.2763, -5.5285)
O (-0.5602, -2.1097, -3.5604)
Cl (-0.9510, -2.5596, -2.1204)
O (-1.7226, -3.7236, -2.3226)
O (-1.6919, -1.4927, -1.5784)
O (0.2622, -2.8076, -1.4608)
C (-3.4436, 2.4960, 4.1676)
C (-2.3821, 2.3522, 3.0725)
Ge (-2.1251, 0.5719, 2.0562)
C (-3.9974, 0.1938, 1.3072)
C (-5.1710, 0.0488, 2.2780)
C (-2.1103, -0.6844, 3.6158)
C (-1.4870, -1.8753, 3.6939)
Ge (-0.5575, -2.5527, 2.0020)
C (0.6565, -4.1602, 2.4490)
C (0.0561, -5.4928, 2.9034)
C (-2.1685, -3.5673, 1.2489)
C (-3.1313, -4.1797, 2.2673)
C (-1.5362, -2.6402, 4.9548)
C (-0.3979, -3.2281, 5.5182)
C (-0.4632, -3.9263, 6.7141)
C (-1.6721, -4.0809, 7.3801)
C (-2.8170, -3.5140, 6.8340)
C (-2.7479, -2.8046, 5.6457)
H (-3.2758, 3.3877, 4.7892)
H (-3.4461, 1.6318, 4.8370)
H (-4.4437, 2.5862, 3.7393)
H (-1.3942, 2.5452, 3.5102)
H (-2.5240, 3.1332, 2.3159)
H (-3.8868, -0.7361, 0.7381)
H (-4.2138, 0.9789, 0.5715)
H (-4.9243, -0.6535, 3.0793)
H (-6.0796, -0.3217, 1.7798)
H (-5.4206, 1.0051, 2.7407)
H (-2.5908, -0.3240, 4.5389)
H (1.4306, -3.8386, 3.1564)
H (1.1755, -4.3146, 1.4951)
H (-0.4775, -5.3876, 3.8510)
H (0.8248, -6.2677, 3.0380)
H (-0.6533, -5.8629, 2.1587)
H (-1.7929, -4.3444, 0.5703)
H (-2.7236, -2.8608, 0.6228)
H (-2.6058, -4.8030, 2.9935)
H (-3.9050, -4.7975, 1.7886)
H (-3.6396, -3.3895, 2.8235)
H (0.5502, -3.1144, 5.0067)
H (0.4395, -4.3577, 7.1345)
H (-1.7238, -4.6402, 8.3078)
H (-3.7711, -3.6282, 7.3386)
H (-3.6446, -2.3632, 5.2290)
C (3.1301, -0.8827, -7.1323)
C (2.6835, -1.9904, -6.4249)
C (1.6816, -1.8593, -5.4792)
C (1.0960, -0.6171, -5.2134)
C (1.5579, 0.4871, -5.9399)
C (2.5593, 0.3583, -6.8864)
Si (-0.2150, -0.4177, -3.8896)
C (-1.8279, 0.2894, -4.5134)
C (-3.0438, -0.3814, -4.3497)
C (-4.2295, 0.1647, -4.8084)
C (-4.2347, 1.3956, -5.4502)
C (-3.0367, 2.0744, -5.6270)
C (-1.8530, 1.5301, -5.1621)
H (3.9236, -0.9881, -7.8612)
H (3.1290, -2.9604, -6.6087)
H (1.3461, -2.7263, -4.9246)
H (1.1349, 1.4641, -5.7364)
H (2.9066, 1.2245, -7.4371)
H (0.3006, 0.1383, -2.6382)
H (-3.0619, -1.3373, -3.8413)
H (-5.1633, -0.3640, -4.6633)
H (-5.1632, 1.8246, -5.8045)
H (-3.0326, 3.0349, -6.1286)
H (-0.9309, 2.0860, -5.2855)

=====

6.
A molecular structure, C13H27IN6Ru, computed with ωB97M-V/def2-TZVPD.

Summary:
DFT total energy   -1231.5128 Ha
⟨S²⟩   8.762
Spin multiplicity   6
Total charge   +3
Gap between HOMO and LUMO (spin up / spin down)   0.309 / 0.170 hartree

Cartesian coordinates (Å):
Ru (0.7505, 0.2686, -0.0176)
C (-2.8323, 1.4959, -0.5083)
C (-2.4991, 0.1597, -1.0493)
N (-1.0994, 0.0231, -1.4033)
C (-0.9889, -1.2683, -2.1565)
C (0.4513, -1.6171, -2.5269)
N (1.2988, -1.6732, -1.1989)
C (1.2896, -3.0043, -0.5138)
C (0.1011, -3.3610, 0.3898)
C (-0.4799, -2.2294, 1.1238)
N (0.3343, -1.1789, 1.7692)
C (-0.3305, -0.4068, 2.8888)
C (-1.4889, 0.4992, 2.3040)
N (-0.9075, 1.3680, 1.2288)
C (-1.7842, 2.1904, 0.3946)
H (-3.7880, 1.4535, 0.0496)
H (-3.0833, 2.1768, -1.3040)
H (-3.1135, -0.0268, -1.9343)
H (-2.7525, -0.6314, -0.3228)
H (-0.9583, 0.7723, -2.0978)
H (-1.5875, -1.3025, -3.0486)
H (-1.4778, -2.0888, -1.5691)
H (0.7979, -0.8177, -3.1178)
H (0.5546, -2.4898, -3.1833)
H (2.2722, -1.5901, -1.5647)
H (2.1737, -3.2119, 0.0157)
H (1.2427, -3.7732, -1.3671)
H (0.5036, -4.1496, 1.0472)
H (-0.7635, -3.8462, -0.0996)
H (-1.2013, -2.6667, 1.8945)
H (-1.1989, -1.7009, 0.4606)
H (1.0591, -1.7710, 2.1658)
H (0.4908, 0.1004, 3.4002)
H (-0.8156, -1.1264, 3.5466)
H (-1.9267, 1.0957, 3.0867)
H (-2.2680, -0.0523, 1.9101)
H (-0.3593, 2.0226, 1.8092)
H (-1.0583, 2.7245, -0.2712)
H (-2.1783, 3.0435, 0.9851)
I (3.7946, 5.4529, -1.5636)
C (3.1799, 3.6913, -0.7382)
C (3.8939, 3.0765, 0.2803)
N (3.1886, 2.0455, 0.7683)
N (2.0638, 1.8545, 0.0780)
C (2.0431, 2.8077, -0.8387)
H (4.7779, 3.4092, 0.8358)
H (3.5804, 1.3638, 1.3985)
H (1.0995, 2.8887, -1.4360)

=====

7.
A molecular structure, C20H14BrClN6O2RuS2, computed with ωB97M-V/def2-TZVPD.

Summary:
DFT total energy   -5175.1353 Ha
⟨S²⟩   0.759
Spin multiplicity   2
Total charge   -1
Gap between HOMO and LUMO (spin up / spin down)   0.247 / 0.253 hartree

Cartesian coordinates (Å):
Ru (-1.3415, 1.6242, 0.3246)
S (-1.9303, -0.1061, 1.6463)
C (-0.3137, -0.7635, 1.8182)
N (-0.0190, -1.9355, 2.2355)
N (-1.0250, -2.7671, 2.5110)
C (-0.7732, -4.0993, 2.8538)
C (0.5220, -4.5939, 2.9616)
C (0.7156, -5.9223, 3.3099)
C (-0.3613, -6.7649, 3.5536)
C (-1.6498, -6.2606, 3.4407)
C (-1.8592, -4.9354, 3.0935)
N (0.8328, 0.0293, 1.5491)
N (0.5952, 1.1015, 0.9717)
C (1.7659, 1.9532, 0.8382)
C (1.9230, 2.6481, -0.3456)
C (3.0251, 3.4727, -0.5071)
C (3.9546, 3.6012, 0.5157)
C (3.7863, 2.8916, 1.6985)
C (2.6915, 2.0541, 1.8590)
H (-1.9782, -2.4743, 2.3426)
H (1.3546, -3.9349, 2.7613)
H (1.7265, -6.3038, 3.3882)
H (-0.2000, -7.8012, 3.8204)
H (-2.5032, -6.9019, 3.6238)
H (-2.8665, -4.5454, 2.9985)
H (1.2026, 2.5175, -1.1431)
H (3.1489, 4.0183, -1.4334)
H (4.8101, 4.2533, 0.3924)
H (4.5044, 2.9938, 2.5020)
H (2.5400, 1.4912, 2.7706)
Cl (-3.5548, 2.0116, -0.1807)
Br (0.5461, 2.6511, -6.9876)
C (-0.6587, 2.3102, -5.5591)
C (-1.8576, 2.9971, -5.5021)
N (-2.7404, 2.8002, -4.5272)
C (-2.4245, 1.9308, -3.5647)
C (-1.2492, 1.1898, -3.5586)
C (-0.3486, 1.3761, -4.5941)
C (-0.9297, 0.1707, -2.4952)
O (-0.7167, -0.9770, -2.8343)
O (-0.7739, 0.6185, -1.2860)
H (-2.1158, 3.7184, -6.2687)
H (-3.1457, 1.8117, -2.7672)
H (0.5641, 0.7965, -4.6387)
S (-1.0354, 3.9292, 0.9802)
C (-0.9672, 4.0380, -0.7065)
N (-0.8698, 4.0871, -1.8612)

=====

8.
A molecular structure, C40H36BaN2O7PSbTe, computed with ωB97M-V/def2-TZVPD.

Summary:
DFT total energy   -3057.3864 Ha
Total charge   -2
Gap between HOMO and LUMO   0.215 hartree

Cartesian coordinates (Å):
Ba (-0.3411, 0.0611, -1.1001)
O (3.7178, 1.7577, -1.5620)
C (2.5478, 1.4971, -1.3117)
O (1.9537, 0.3627, -1.1953)
C (1.5772, 2.7080, -1.1288)
C (1.9817, 4.0231, -1.2534)
C (1.0150, 5.0214, -1.1702)
C (-0.3292, 4.7022, -1.0251)
C (-0.6755, 3.3702, -0.8944)
N (0.2772, 2.4102, -0.9036)
C (-2.1493, 2.8820, -0.7331)
O (-3.0378, 3.7267, -0.8486)
O (-2.2328, 1.6396, -0.4678)
H (3.0330, 4.2223, -1.4153)
H (1.3153, 6.0612, -1.2366)
H (-1.1158, 5.4456, -0.9931)
C (-4.8964, -1.9314, 0.0954)
C (-4.7209, -3.2769, -0.1969)
C (-3.4470, -3.8019, -0.2178)
C (-2.3525, -2.9849, 0.0702)
N (-2.5233, -1.6821, 0.3607)
C (-3.7645, -1.1767, 0.3555)
C (-0.9362, -3.5165, 0.0687)
C (-0.7176, -4.8293, 0.4933)
C (0.5803, -5.3363, 0.5312)
C (1.6404, -4.4980, 0.1722)
C (1.3755, -3.1859, -0.2304)
C (0.0792, -2.6453, -0.3506)
H (-5.8742, -1.4653, 0.0983)
H (-5.5730, -3.9064, -0.4322)
H (-3.2691, -4.8312, -0.5019)
H (-3.8324, -0.1090, 0.5490)
H (-1.5482, -5.4519, 0.8204)
H (0.7606, -6.3573, 0.8521)
H (2.6646, -4.8617, 0.2250)
H (2.2374, -2.5419, -0.4454)
C (-0.7787, -0.6202, 6.6459)
C (-0.9463, 0.7261, 6.3475)
C (-0.8180, 1.1861, 5.0338)
C (-0.5043, 0.3146, 3.9785)
C (-0.3794, -1.0494, 4.3035)
C (-0.5018, -1.5093, 5.6130)
Sb (-0.3383, 0.9103, 1.8269)
C (-0.3068, 3.0133, 2.4077)
C (-1.5416, 3.6768, 2.3281)
C (-1.6835, 5.0046, 2.7261)
C (-0.5848, 5.7041, 3.2116)
C (0.6423, 5.0560, 3.3273)
C (0.7767, 3.7212, 2.9476)
C (1.8070, 0.4458, 1.8898)
C (2.0407, -0.9236, 2.0745)
C (3.3335, -1.4113, 2.2397)
C (4.4185, -0.5449, 2.2064)
C (4.2048, 0.8068, 1.9656)
C (2.9136, 1.2961, 1.8052)
H (-0.8737, -0.9745, 7.6661)
H (-1.1779, 1.4307, 7.1386)
H (-0.9572, 2.2463, 4.8504)
H (-0.1974, -1.7851, 3.5267)
H (-0.3873, -2.5671, 5.8216)
H (-2.4170, 3.1662, 1.9360)
H (-2.6514, 5.4862, 2.6432)
H (-0.6833, 6.7431, 3.5037)
H (1.5027, 5.5871, 3.7193)
H (1.7284, 3.2319, 3.1051)
H (1.2294, -1.6407, 2.0194)
H (3.4829, -2.4771, 2.3657)
H (5.4254, -0.9247, 2.3290)
H (5.0435, 1.4849, 1.8670)
H (2.7923, 2.3459, 1.5618)
C (2.7597, -2.3254, -4.9590)
C (1.9061, -2.1931, -3.7217)
O (0.5767, -2.7122, -3.9939)
P (-0.6525, -1.7399, -4.1949)
O (-0.5544, -0.5350, -3.2810)
Te (-2.6823, -2.9694, -4.1691)
O (-0.3209, -1.2290, -5.6802)
C (-1.1821, -0.3011, -6.3456)
C (-1.7385, -0.9370, -7.5939)
H (3.7802, -1.9848, -4.7480)
H (2.3507, -1.7248, -5.7733)
H (2.8043, -3.3662, -5.2890)
H (1.8637, -1.1594, -3.3842)
H (2.2768, -2.7874, -2.8904)
H (-0.5776, 0.5778, -6.5728)
H (-1.9942, 0.0174, -5.6938)
H (-0.9388, -1.1909, -8.2965)
H (-2.4337, -0.2460, -8.0880)
H (-2.2762, -1.8507, -7.3345)